# 1
58
Properties=species:S:1:pos:R:3 method="wB97M-V/def2-TZVPD" mol_weight_g_mol=482.6 smiles="CC(C)(CO)NS(=O)(=O)c1ccc2c(c1)C(=O)c1cc(S(=O)(=O)NC(C)(C)CO)ccc1-2" lumo_energy_ha=-0.0491
C 2.8859 4.3543 -5.6298
C 1.7955 3.4304 -5.0846
C 0.6404 3.3194 -6.0828
C 2.3726 2.0350 -4.7928
O 1.4008 1.1289 -4.3336
N 1.2467 3.9310 -3.8212
S 2.1606 4.0820 -2.4316
O 1.5911 5.1823 -1.7143
O 3.5735 4.0746 -2.6844
C 1.7402 2.5709 -1.5611
C 2.7409 1.6999 -1.1800
C 2.4339 0.5201 -0.5070
C 1.1073 0.2489 -0.2345
C 0.0963 1.1493 -0.6249
C 0.4021 2.3198 -1.2866
C -1.2339 0.6139 -0.2153
O -2.3156 1.1104 -0.3961
C -0.9161 -0.6761 0.4609
C -1.7675 -1.5946 1.0410
C -1.1980 -2.7228 1.6115
S -2.2315 -3.9688 2.3748
O -3.6019 -3.5324 2.3075
O -1.8946 -5.2420 1.8134
N -1.6449 -4.0108 3.9238
C -2.1082 -3.1605 5.0206
C -2.1305 -1.7138 4.5359
C -1.0936 -3.3232 6.1572
C -3.5103 -3.5923 5.5256
O -4.5880 -3.0713 4.8114
C 0.1652 -2.9445 1.5961
C 1.0248 -2.0214 1.0087
C 0.4766 -0.8850 0.4436
H 3.2908 3.9535 -6.5552
H 3.6871 4.4516 -4.9032
H 2.4726 5.3411 -5.8281
H -0.1092 2.6221 -5.7184
H 0.1749 4.2899 -6.2370
H 1.0156 2.9568 -7.0356
H 2.7774 1.6022 -5.7099
H 3.1861 2.1382 -4.0630
H 0.8578 1.5820 -3.6775
H 0.6896 4.7643 -3.9363
H 3.7608 1.9599 -1.4176
H 3.2175 -0.1597 -0.2116
H -0.3583 3.0262 -1.5797
H -2.8373 -1.4568 1.0559
H -1.4663 -4.9648 4.1961
H -2.4312 -1.0641 5.3534
H -1.1432 -1.4189 4.1878
H -2.8457 -1.5951 3.7280
H -1.1266 -4.3346 6.5561
H -1.3153 -2.6264 6.9602
H -0.0905 -3.1261 5.7880
H -3.5410 -4.6953 5.5407
H -3.6414 -3.2358 6.5516
H -4.4744 -3.2758 3.8659
H 0.5411 -3.8510 2.0431
H 2.0894 -2.1949 0.9950

# 2
59
Properties=species:S:1:pos:R:3 method="wB97M-V/def2-TZVPD" mol_weight_g_mol=498.6 smiles="CC(C)(CO)NS(=O)(=O)c1ccc2c(c1)oc(=O)c1cc(S(=O)(=O)NC(C)(C)CO)ccc12" lumo_energy_ha=-0.0373
C -5.1087 0.1884 -1.9038
C -6.1486 0.8115 -0.9766
C -6.2957 2.3071 -1.2730
C -7.5255 0.1186 -1.1541
O -7.4733 -1.2539 -1.3953
N -5.6645 0.7036 0.3997
S -5.0752 -0.6739 1.0932
O -5.6488 -1.8740 0.5396
O -5.1736 -0.4671 2.5050
C -3.3432 -0.6301 0.6351
C -2.7434 -1.7455 0.0748
C -1.4036 -1.7067 -0.2487
C -0.6399 -0.5565 -0.0200
C -1.2738 0.5588 0.5538
C -2.6272 0.5164 0.8838
O -0.6281 1.7210 0.8198
C 0.6905 1.9073 0.5518
O 1.1953 2.9584 0.8411
C 1.4098 0.7847 -0.0744
C 2.7568 0.9682 -0.3871
C 3.4699 -0.0653 -0.9451
S 5.1987 0.1877 -1.3767
O 5.2721 1.3324 -2.2297
O 5.7046 -1.0660 -1.8652
N 5.9876 0.6257 -0.0084
C 6.0736 -0.0574 1.2791
C 5.0046 0.4827 2.2365
C 7.4755 0.1889 1.8421
C 5.8611 -1.5732 1.0787
O 6.8414 -2.1892 0.3065
C 2.8617 -1.2818 -1.2160
C 1.5264 -1.4680 -0.9229
C 0.7728 -0.4389 -0.3464
H -5.4473 0.2732 -2.9329
H -4.1550 0.6995 -1.7962
H -4.9785 -0.8648 -1.6742
H -7.0895 2.7396 -0.6682
H -6.5363 2.4595 -2.3210
H -5.3655 2.8223 -1.0482
H -8.0275 0.5483 -2.0258
H -8.1364 0.3416 -0.2631
H -6.9595 -1.6824 -0.6879
H -6.2019 1.2308 1.0695
H -3.3419 -2.6253 -0.0984
H -0.9433 -2.5777 -0.6847
H -3.0993 1.3751 1.3307
H 3.2159 1.9251 -0.1935
H 6.0728 1.6269 0.0475
H 5.1182 0.0295 3.2174
H 5.1049 1.5606 2.3429
H 4.0048 0.2622 1.8681
H 7.5650 -0.2586 2.8278
H 7.6746 1.2548 1.9171
H 8.2106 -0.2664 1.1846
H 4.8567 -1.7351 0.6580
H 5.9019 -2.0521 2.0616
H 6.7047 -1.9194 -0.6191
H 3.4551 -2.0645 -1.6631
H 1.0678 -2.4170 -1.1462

# 3
51
Properties=species:S:1:pos:R:3 method="wB97M-V/def2-TZVPD" mol_weight_g_mol=370.6 lumo_energy_ha=0.0119
C 1.2061 2.4767 3.8019
H 1.2187 3.3118 2.9456
H 0.4047 1.8457 3.4160
H 1.0507 3.0215 4.7520
S 2.6277 1.8092 3.8882
C 2.8674 0.8379 2.4187
C 1.9556 0.9788 1.4766
C 2.1870 0.5488 -0.0057
C 3.2914 -0.3361 -0.1204
C 4.0620 -0.6679 0.9209
C 4.1739 -0.0798 2.1106
H 4.8002 -0.1075 2.9529
H 4.7752 -1.2197 0.7902
S 3.6723 -1.2887 -1.6883
C 2.0194 -1.0096 -2.4723
C 1.8235 -2.0884 -3.3661
C 0.4888 -1.9794 -4.1550
C -0.3394 -1.0704 -3.7935
C -0.0722 -0.1690 -2.9712
C 1.1140 -0.3039 -2.0046
N 1.2641 0.7787 -0.9823
C 0.5016 1.6975 -0.7481
H 1.0428 2.5496 -0.4284
H 0.1980 2.0055 -1.7754
C -0.8034 1.7900 -0.2387
H -1.0295 2.3395 0.6454
H -1.9665 1.8227 -0.6439
C -0.9943 0.2039 0.4842
N -1.4333 -0.8545 -0.2633
C -1.0096 -2.1774 -0.0360
H -1.3495 -2.5446 0.7412
H 0.1118 -1.9284 0.1144
H -1.0997 -2.8022 -0.9480
C -2.9250 -0.7114 -0.7489
C -3.8801 -0.7887 0.3906
C -3.4140 0.2584 1.1673
C -2.1293 0.4149 1.6717
H -1.8812 0.8681 2.5251
H -1.9596 -0.6623 2.3574
H -3.5598 1.2224 0.8241
H -4.3586 0.1669 2.1697
H -4.7226 -0.9369 0.1053
H -3.7345 -1.7383 0.9836
H -3.0934 0.1735 -1.2750
H -2.8714 -1.5222 -1.4705
H -0.2845 -0.0889 0.9318
H -1.0330 0.4810 -2.5640
H -1.4260 -1.0033 -4.4615
H 0.5619 -2.5684 -5.1584
H 2.7192 -2.7260 -3.6419
H 1.2329 1.7710 1.3760

# 4
52
Properties=species:S:1:pos:R:3 method="wB97M-V/def2-TZVPD" mol_weight_g_mol=352.5 lumo_energy_ha=-0.1694 total_charge=+1
C -5.6167 2.3535 3.1675
O -5.3920 0.9272 3.2484
C -4.1275 0.4448 3.1280
C -3.9535 -0.9555 3.2942
C -2.7020 -1.5162 3.2024
C -1.5454 -0.7321 2.9007
C -0.2758 -1.3702 2.7921
C 0.9700 -0.7523 3.0418
C 2.1474 -1.5119 2.7689
C 3.4046 -0.9830 2.8954
C 3.5634 0.3975 3.2014
O 4.8106 0.9174 3.0718
C 4.9997 2.3494 3.1351
C 2.4244 1.1587 3.5715
C 1.1745 0.5692 3.5701
C -1.7492 0.6693 2.7155
C -2.9973 1.2522 2.8459
H -6.6985 2.4549 3.2509
H -5.1250 2.8807 3.9964
H -5.2725 2.7637 2.2086
H -4.8357 -1.5582 3.4919
H -2.5673 -2.5844 3.3702
H -0.2663 -2.4499 2.6267
H 1.9909 -2.5279 2.4058
H 4.2934 -1.5767 2.6960
H 6.0737 2.4756 2.9981
H 4.4546 2.8614 2.3302
H 4.6934 2.7517 4.1098
H 2.5457 2.2137 3.8369
H 0.3400 1.1463 3.9681
H -0.9133 1.3111 2.4421
H -3.1230 2.3302 2.7191
C -0.2776 -4.0808 -1.3303
C 0.2209 -3.0212 -0.3604
N 0.4758 -3.4950 0.9954
C 0.8612 -4.7464 1.0592
N 0.9027 -5.6417 0.0295
C 0.6175 -5.3046 -1.3389
C 1.5158 -6.8878 0.4036
C 1.6747 -6.7652 1.9119
N 1.3154 -5.4011 2.1758
H -1.2866 -4.3849 -1.0351
H -0.3298 -3.6737 -2.3433
H 1.1452 -2.5863 -0.7857
H -0.5139 -2.2143 -0.2650
H 0.1276 -6.1586 -1.8209
H 1.5504 -5.1035 -1.8932
H 0.8900 -7.7394 0.1116
H 2.4936 -7.0018 -0.0867
H 1.0012 -7.4621 2.4159
H 2.7015 -6.9811 2.2090
H 1.3667 -4.9487 3.0760

# 5
55
Properties=species:S:1:pos:R:3 method="wB97M-V/def2-TZVPD" mol_weight_g_mol=398.5 smiles="CCOC(=O)/C(C#N)=C/C(C(=O)OCC)=C(/N)N1CCN(c2ccccc2)CC1" lumo_energy_ha=0.0111
C 1.8061 -3.1985 2.6725
C 1.7413 -3.6780 1.2285
O 1.0194 -2.7656 0.4074
C 1.7002 -1.6731 -0.0066
O 2.8569 -1.4674 0.2777
C 0.8569 -0.7738 -0.8033
C 1.4307 0.4717 -1.1061
N 1.8950 1.4889 -1.3742
C -0.3716 -1.1535 -1.2897
C -1.2749 -0.3493 -2.0176
C -2.1799 -1.0133 -2.9465
O -2.8219 -0.4523 -3.8270
O -2.2634 -2.3379 -2.7583
C -3.1247 -3.0474 -3.6456
C -2.9559 -4.5321 -3.3842
C -1.3032 1.0755 -1.9668
N -1.6399 1.7618 -3.0734
N -1.0656 1.7477 -0.8285
C -0.8109 3.1756 -0.8327
C 0.2170 3.5733 0.2351
N -0.0470 2.9708 1.5378
C 1.0668 2.4994 2.2375
C 1.0654 1.3291 2.9984
C 2.1932 0.9377 3.6965
C 3.3506 1.6919 3.6560
C 3.3614 2.8603 2.9138
C 2.2386 3.2625 2.2199
C -1.2665 2.2032 1.5422
C -1.1822 1.1154 0.4716
H 2.3130 -3.9415 3.2817
H 0.8029 -3.0408 3.0628
H 2.3586 -2.2631 2.7224
H 1.1972 -4.6219 1.1486
H 2.7538 -3.7952 0.8279
H -0.6326 -2.1961 -1.1779
H -4.1587 -2.7272 -3.4703
H -2.8619 -2.7897 -4.6779
H -3.2119 -4.7620 -2.3534
H -1.9249 -4.8271 -3.5599
H -3.6056 -5.0959 -4.0471
H -1.9813 2.7054 -2.9970
H -2.0374 1.1798 -3.8109
H -1.7469 3.7325 -0.6884
H -0.3835 3.4485 -1.7991
H 1.2036 3.2550 -0.1179
H 0.2058 4.6675 0.3211
H 0.1942 0.6942 3.0527
H 2.1634 0.0228 4.2712
H 4.2304 1.3744 4.1940
H 4.2533 3.4683 2.8756
H 2.2661 4.1870 1.6654
H -2.1070 2.8771 1.3509
H -1.4249 1.7600 2.5239
H -2.0594 0.4601 0.4738
H -0.2983 0.5048 0.6937

# 6
49
Properties=species:S:1:pos:R:3 method="wB97M-V/def2-TZVPD" mol_weight_g_mol=308.4 smiles="CO[C@@H](c1ccccc1)[C@@H](C=[N+]1CCCCC1)c1ccccc1" lumo_energy_ha=-0.1525 total_charge=+1
C 2.1376 0.5880 2.5262
O 0.9593 1.0257 1.8546
C 0.0198 0.0158 1.5773
C -1.3154 0.3743 2.3065
C -2.1174 -0.6566 2.8052
C -3.4453 -0.3995 3.1623
C -3.9298 0.9165 3.1798
C -3.0359 1.9622 2.9261
C -1.7239 1.7030 2.5086
C -0.1354 -0.0320 0.0360
C 1.1693 -0.3396 -0.6372
N 1.7949 0.2683 -1.6202
C 3.0838 -0.3353 -2.0827
C 4.0596 0.6838 -2.6654
C 3.4412 1.4903 -3.8077
C 2.0843 2.0610 -3.3925
C 1.1368 1.0627 -2.7126
C -1.1861 -1.1128 -0.2081
C -2.5274 -0.7358 -0.3060
C -3.5380 -1.6677 -0.0468
C -3.2065 -2.9964 0.2610
C -1.8728 -3.3925 0.1983
C -0.8601 -2.4656 -0.0861
H 2.7292 1.4800 2.7815
H 1.8845 0.0395 3.4530
H 2.7221 -0.0840 1.8676
H 0.3112 -0.9966 1.9507
H -1.7087 -1.6738 2.8457
H -4.1109 -1.2348 3.4095
H -4.9688 1.1260 3.4317
H -3.3413 3.0048 3.0420
H -1.0028 2.5094 2.3290
H -0.4404 0.9950 -0.2496
H 1.5993 -1.2977 -0.3411
H 3.5575 -0.8647 -1.2543
H 2.8703 -1.0585 -2.8820
H 4.4092 1.3778 -1.8916
H 4.9425 0.1541 -3.0398
H 4.1052 2.3182 -4.0914
H 3.3248 0.8535 -4.6960
H 2.2432 2.9196 -2.7283
H 1.5667 2.4403 -4.2792
H 0.7995 0.3531 -3.4876
H 0.2585 1.5625 -2.2868
H -2.7649 0.3274 -0.4479
H -4.5788 -1.3384 -0.0097
H -3.9869 -3.7070 0.5191
H -1.6026 -4.4357 0.3934
H 0.1903 -2.7880 -0.1147

Table of ΔE to the lowest compared entry with this formula, charge and spin (kcal per mole), in record order: 1.3; 0.0; 450.9; 29.6; 66.8; 29.2
Table of orbital gap (eV), in record order: 8.07; 8.50; 7.42; 6.06; 8.11; 7.44